Entry 1:
Here is a molecular structure, C48H52N3Sb3W from the OMol25 dataset. Energies are from the ωB97M-V functional and the def2-TZVPD basis.

```
107
Properties=species:S:1:pos:R:3:forces:R:3
W 0.524016 -0.647548 0.409349 0.074 -0.555 0.080
C -2.097746 -0.820568 4.177324 -0.008 0.070 -0.092
C -1.752214 -2.037635 4.727274 0.056 -0.071 -0.027
C -0.908489 -2.863375 3.994687 -0.064 0.079 0.010
C -0.420677 -2.439073 2.774099 0.027 -0.047 -0.075
N -0.694868 -1.208151 2.256483 0.154 -0.069 -0.089
C -1.558276 -0.445679 2.958917 -0.025 -0.072 0.049
C 0.395720 -3.311908 1.925457 -0.048 0.026 -0.010
C 0.631561 -4.647061 2.209094 0.006 0.036 0.015
C 1.407456 -5.405874 1.349728 0.003 0.064 -0.053
C 1.923965 -4.806734 0.212012 -0.052 0.031 0.056
C 1.637962 -3.477382 -0.034514 0.041 0.018 -0.035
N 0.876839 -2.733441 0.800627 0.099 -0.094 -0.037
C 2.041611 -2.767129 -1.246752 0.011 -0.001 0.049
C 2.832492 -3.320416 -2.234524 -0.040 0.075 -0.042
C 3.023932 -2.626926 -3.423099 0.001 -0.019 0.049
C 2.351419 -1.430634 -3.598377 -0.088 0.045 0.036
C 1.587665 -0.927435 -2.562511 -0.040 -0.067 -0.064
N 1.481237 -1.535036 -1.366131 -0.091 -0.009 0.012
H -2.783271 -0.146448 4.671595 -0.004 0.005 0.013
H -2.137516 -2.353817 5.687466 -0.012 -0.006 0.013
H -0.642640 -3.834556 4.382292 -0.002 -0.010 0.009
H -1.848290 0.496013 2.533691 0.019 -0.002 0.029
H 0.202609 -5.103834 3.087393 0.006 -0.010 0.004
H 1.596710 -6.450461 1.556575 0.007 -0.027 0.010
H 2.518204 -5.380485 -0.482182 0.018 -0.012 -0.017
H 3.283959 -4.291291 -2.098365 0.013 -0.021 0.016
H 3.650931 -3.036675 -4.203744 0.007 -0.012 -0.017
H 2.402626 -0.881296 -4.528636 -0.005 -0.002 -0.019
H 1.011921 -0.027527 -2.699386 0.018 -0.108 -0.013
C 2.081251 -0.245356 4.160797 -0.008 0.020 -0.007
Sb 2.770533 -0.516316 2.175884 0.055 0.066 0.305
C 3.767364 -2.385023 2.291566 0.010 0.000 -0.008
C 4.453179 0.789076 2.253153 0.003 0.000 -0.052
C 4.088735 2.235331 2.381564 0.018 -0.050 -0.014
C 4.140862 2.844272 3.632435 -0.045 0.047 -0.009
C 3.880681 4.199193 3.777240 0.012 -0.014 -0.027
C 3.582360 4.964927 2.659249 -0.002 -0.031 -0.004
C 3.529625 4.365898 1.409376 -0.003 0.000 0.054
C 3.763614 3.000906 1.254953 0.044 0.013 -0.058
C 3.723974 2.398037 -0.116273 -0.034 -0.045 0.022
Sb 1.754038 1.815571 -0.757012 0.119 0.079 0.043
C 2.102758 2.032378 -2.842646 0.009 -0.004 0.011
C 0.801687 3.670568 -0.426883 -0.011 0.014 -0.014
H 1.668682 0.756896 4.267888 0.011 -0.003 0.010
H 2.942239 -0.350478 4.819524 -0.012 0.000 0.033
H 1.332596 -0.987887 4.426988 -0.011 -0.005 0.000
H 4.632659 -2.225481 2.934416 0.003 -0.052 0.003
H 4.112724 -2.710666 1.312420 0.017 0.015 0.003
H 3.129226 -3.144314 2.738447 -0.004 -0.010 0.004
H 5.103057 0.564293 1.408735 0.008 0.021 0.007
H 4.946618 0.421650 3.154513 0.062 0.058 0.002
H 4.431050 2.263030 4.499204 0.011 -0.015 0.019
H 3.950600 4.660841 4.752202 -0.005 0.010 0.017
H 3.420583 6.029659 2.755035 0.002 0.014 0.002
H 3.344076 4.979874 0.536727 -0.003 0.017 -0.031
H 4.405204 1.563734 -0.267883 0.011 0.006 0.015
H 3.945558 3.142508 -0.883364 0.079 0.035 0.030
H 2.380910 3.081287 -2.941966 0.011 0.009 -0.059
H 1.215341 1.838013 -3.440767 -0.018 0.042 -0.029
H 2.936458 1.407308 -3.153637 0.006 0.020 -0.024
H 1.352894 4.365970 -1.060485 -0.040 0.043 0.016
H 0.908688 3.958595 0.614608 -0.008 0.036 -0.008
H -0.244241 3.646036 -0.715147 -0.002 0.009 -0.008
C -4.675062 -0.686274 -3.042165 0.012 0.009 -0.008
C -4.538337 -1.503714 -1.787965 -0.065 0.026 0.013
C -5.584124 -2.364807 -1.443620 -0.032 0.011 -0.055
C -5.545775 -3.160955 -0.314066 0.050 0.006 0.038
C -4.440299 -3.124882 0.528375 0.013 0.037 -0.034
C -3.388398 -2.282913 0.217837 -0.106 -0.113 -0.061
C -3.441379 -1.477352 -0.926266 0.130 -0.088 0.131
Sb -1.787236 -0.196011 -1.106619 -0.474 0.200 -0.051
C -1.491974 0.677908 -2.992805 0.039 -0.047 -0.164
C -1.544328 2.071911 -3.080902 0.063 -0.013 -0.067
C -1.372652 2.693837 -4.308035 0.001 -0.025 0.040
C -1.142944 1.920329 -5.439493 0.004 0.009 -0.009
C -1.102123 0.537572 -5.346920 0.018 0.004 0.037
C -1.284324 -0.115860 -4.127449 -0.058 0.038 -0.004
C -1.326189 -1.620735 -4.106145 -0.019 -0.014 0.090
C -2.150246 1.479378 0.123583 -0.069 0.130 0.028
C -1.128434 1.754243 1.018239 0.116 -0.138 0.050
C -1.135757 2.778047 1.946676 -0.164 0.046 -0.094
C -2.265568 3.590164 1.950983 0.052 -0.006 0.005
C -3.315877 3.347000 1.074289 0.019 -0.017 0.004
C -3.288866 2.296943 0.154216 -0.006 0.008 -0.037
C -4.455793 2.042957 -0.755659 0.022 0.025 0.006
H -5.703611 -0.346932 -3.156352 -0.005 0.006 -0.019
H -4.443133 -1.294511 -3.917894 -0.004 -0.002 -0.029
H -4.033174 0.193064 -3.063093 -0.001 -0.082 -0.021
H -6.455063 -2.399909 -2.086556 -0.003 -0.002 -0.011
H -6.380290 -3.810021 -0.088389 -0.018 -0.017 0.006
H -4.404519 -3.748334 1.411251 -0.003 -0.007 0.012
H -2.523625 -2.258019 0.869666 0.025 0.008 -0.003
H -1.745509 2.675454 -2.204047 -0.013 0.000 0.025
H -1.434708 3.770388 -4.386375 -0.004 0.030 0.003
H -1.017936 2.395665 -6.402890 0.001 0.012 -0.017
H -0.957889 -0.050832 -6.244607 0.007 -0.025 -0.021
H -0.432082 -2.059116 -4.546919 0.067 -0.003 -0.040
H -2.168610 -1.984885 -4.694732 -0.028 -0.003 -0.003
H -1.444422 -2.040440 -3.100768 0.022 0.017 -0.018
H -0.227713 1.066344 1.112115 0.044 0.337 0.094
H -0.318592 2.945168 2.635146 0.038 -0.006 0.016
H -2.327812 4.416039 2.647019 -0.006 0.012 0.015
H -4.185809 3.989810 1.108546 -0.025 0.017 -0.004
H -5.138756 2.889121 -0.767333 -0.015 0.002 0.011
H -5.014128 1.164333 -0.424003 -0.006 -0.003 0.005
H -4.131364 1.862879 -1.782573 0.010 0.042 0.040
```
Forces are in eV/Å.

**Total charge**: +4
**Frontier orbital gap (alpha / beta)**: 0.20064 / 0.18477 Eh
**Multiplicity**: 3
**E_LUMO (alpha / beta)**: -12.24 / -12.67 eV
**HOMO energy (alpha / beta)**: -17.7 / -17.7 eV

***

Entry 2:
Here is a molecular structure, C48H53As3ClO6RbS7 at a distorted geometry from the OMol25 dataset. Energies are from the ωB97M-V functional and the def2-TZVPD basis.

```
119
Properties=species:S:1:pos:R:3:forces:R:3
Rb 0.640313 -0.005311 0.449938 -1.374 0.323 -2.205
O 4.044837 -0.532730 3.013560 -0.354 0.095 -0.442
Cl 3.039913 -0.364224 1.987157 0.825 -0.168 0.706
O 3.615633 -0.401121 0.661637 -0.121 0.008 0.567
O 2.042835 -1.433323 2.092666 0.747 0.093 0.376
O 2.350933 0.915918 2.168428 0.722 -0.365 0.335
S 0.903992 4.655678 -7.216023 0.026 -0.126 0.181
C 0.880401 3.590990 -5.904044 -0.045 0.004 -0.146
S 0.090982 3.888548 -4.432231 -0.255 0.286 0.347
C 0.433811 2.406351 -3.567068 -0.152 -0.074 0.265
C 1.174316 1.498157 -4.255975 0.106 -0.237 -0.005
S 1.736010 -0.089173 -3.803166 0.009 0.538 -0.224
S 1.606507 2.054586 -5.868138 0.315 -0.317 -0.270
S -0.243823 2.285539 -1.951139 0.188 0.064 -0.175
C -3.889704 8.322885 -0.347502 0.000 -0.031 -0.007
C -3.331531 6.974736 0.032789 0.012 -0.014 0.031
C -3.630913 6.405584 1.273501 -0.007 0.024 -0.006
C -3.098093 5.181961 1.641473 -0.050 0.075 -0.058
C -2.261844 4.518590 0.751324 -0.170 -0.032 -0.012
C -1.933922 5.056631 -0.481670 -0.002 -0.008 -0.070
C -2.483787 6.288697 -0.829696 0.050 -0.048 -0.042
S -1.604441 2.936224 1.290214 0.279 0.275 0.538
O -1.466484 3.105385 2.781357 -0.210 -0.312 -0.505
C -3.069618 1.947429 0.872502 0.129 0.279 -0.301
C -3.252023 1.817323 -0.534806 0.301 0.272 0.224
C -4.287572 1.094151 -1.013140 -0.269 -0.135 -0.083
C -5.179102 0.432131 -0.131053 -0.044 -0.065 -0.061
C -6.251760 -0.351701 -0.628968 0.143 0.071 -0.056
C -7.070586 -1.038646 0.214209 -0.017 -0.076 0.283
C -6.842126 -0.985268 1.611077 -0.055 -0.038 -0.181
C -5.824202 -0.230068 2.118043 0.121 0.141 -0.024
C -4.969400 0.522092 1.261994 -0.086 -0.136 0.184
C -3.889993 1.329773 1.769253 -0.105 -0.217 0.355
C -3.734505 1.409555 3.264790 -0.103 0.125 -0.389
C -4.707700 2.122948 4.021058 -0.159 0.150 -0.049
C -5.721668 2.896708 3.387506 0.151 -0.131 -0.048
C -6.631721 3.588821 4.124108 -0.113 0.083 0.337
C -6.590215 3.543648 5.544598 -0.122 0.101 -0.334
C -5.628133 2.819646 6.175251 0.187 -0.132 0.034
C -4.654788 2.097269 5.432279 -0.080 0.062 0.052
C -3.627306 1.363815 6.071272 -0.098 0.081 0.119
C -2.673624 0.729692 5.340319 0.139 -0.086 -0.296
C -2.725125 0.766715 3.924441 0.168 -0.187 0.157
S -1.441502 0.024846 2.884171 -0.138 0.269 0.657
O -1.882074 -1.359817 2.527013 1.201 1.266 1.374
C -0.160447 -0.122302 4.113279 0.045 -0.032 0.076
C 0.521534 1.002701 4.565223 -0.096 0.034 -0.089
C 1.588695 0.832528 5.424581 0.056 -0.001 0.017
C 1.997645 -0.440835 5.823535 0.021 -0.051 -0.020
C 3.259244 -0.613342 6.628217 -0.069 -0.028 -0.019
C 1.274691 -1.543285 5.382015 0.011 -0.051 -0.037
C 0.198080 -1.393425 4.515336 0.064 -0.044 0.099
H -4.840474 8.514509 0.153271 0.023 -0.017 -0.010
H -4.048148 8.393606 -1.424535 0.006 -0.011 0.027
H -3.200796 9.123217 -0.065162 -0.001 -0.018 0.002
H -4.293039 6.928502 1.958422 0.041 -0.019 -0.047
H -3.314977 4.742183 2.610272 0.042 0.021 -0.085
H -1.277228 4.507994 -1.164014 -0.105 0.071 0.133
H -2.241578 6.714351 -1.799725 -0.015 -0.026 0.080
H -2.534482 2.271071 -1.226363 -0.093 -0.075 0.166
H -4.426268 0.997514 -2.084206 -0.007 -0.024 0.022
H -6.393710 -0.405466 -1.702543 0.016 0.010 0.017
H -7.877465 -1.643796 -0.181653 0.008 0.014 0.031
H -7.469168 -1.560089 2.283522 0.017 0.029 -0.044
H -5.654630 -0.216417 3.188491 0.006 0.016 -0.071
H -5.751475 2.939928 2.304714 0.014 -0.014 0.065
H -7.389098 4.179910 3.623811 0.002 -0.003 0.041
H -7.321030 4.094342 6.123607 -0.016 0.011 -0.025
H -5.580153 2.790062 7.258944 0.007 -0.009 -0.041
H -3.594972 1.334538 7.156191 -0.011 0.008 -0.068
H -1.866725 0.206105 5.835955 -0.019 -0.011 -0.058
H 0.231025 1.989270 4.219245 0.007 -0.045 -0.018
H 2.155233 1.700283 5.746484 -0.030 -0.042 -0.011
H 4.122955 -0.514284 5.965671 -0.029 -0.003 0.002
H 3.305775 -1.599700 7.094667 -0.024 0.053 -0.027
H 3.343975 0.144666 7.409281 -0.006 -0.004 -0.017
H 1.593440 -2.541006 5.668795 -0.025 0.070 -0.018
H -0.337026 -2.248318 4.115060 0.139 0.099 0.057
C 1.784162 -2.927636 -1.829059 0.319 0.167 -0.156
As 0.250291 -3.429266 -2.918831 -0.073 0.157 0.053
C -0.838420 -1.900886 -2.331808 -0.021 0.048 -0.063
C -0.258254 -4.905312 -1.666330 -0.325 -0.056 0.007
C -1.743264 -5.328987 -1.448313 0.048 -0.006 0.011
C -2.740108 -4.453789 -2.226321 -0.054 -0.159 0.139
C -2.066428 -5.242469 0.065726 -0.062 0.014 -0.080
As -1.558163 -3.579648 0.997066 -0.152 0.410 0.166
C -3.234071 -2.567134 0.855240 -0.750 -0.328 -0.355
C -1.917794 -4.253131 2.810085 0.059 -0.118 0.092
C -1.954063 -6.820040 -1.797381 0.068 0.029 0.023
As -1.934187 -7.637199 -3.591210 -0.027 -0.039 -0.005
C -0.724595 -6.535725 -4.655350 0.062 0.006 -0.038
C -3.610875 -6.917540 -4.310928 -0.073 0.073 -0.076
H 2.580941 -3.670562 -1.874658 -0.045 -0.029 0.005
H 1.480474 -2.789362 -0.792586 -0.035 -0.065 0.134
H 2.157036 -1.980324 -2.219183 0.102 -0.045 0.068
H -1.751042 -1.826179 -2.920510 -0.032 0.012 0.035
H -0.230020 -1.015502 -2.550490 -0.048 -0.100 0.003
H -1.080958 -1.942645 -1.270661 -0.045 -0.060 0.086
H 0.185147 -4.627973 -0.711457 -0.007 -0.018 0.034
H 0.328315 -5.752600 -2.024745 -0.009 -0.135 -0.093
H -2.758346 -3.438418 -1.839311 -0.008 -0.037 0.050
H -3.753958 -4.861773 -2.139341 0.067 0.000 0.012
H -2.491316 -4.388237 -3.287596 0.050 -0.036 0.042
H -1.502446 -6.018784 0.592383 0.026 -0.077 -0.039
H -3.130330 -5.435204 0.248820 0.010 -0.029 -0.055
H -4.100956 -3.227268 0.923388 -0.064 -0.139 -0.203
H -3.266692 -2.018036 -0.084243 -0.049 -0.002 -0.165
H -3.256326 -1.841435 1.671901 -0.484 -0.693 -0.750
H -2.865350 -4.795953 2.842293 0.005 0.001 0.018
H -1.951945 -3.406614 3.501020 -0.095 -0.220 -0.232
H -1.109291 -4.918232 3.111984 0.006 -0.104 0.025
H -2.934955 -7.130862 -1.419779 -0.030 -0.022 0.034
H -1.222719 -7.408025 -1.238342 0.037 0.008 0.083
H 0.309340 -6.821147 -4.466358 0.014 0.005 -0.006
H -0.822877 -5.469004 -4.470017 -0.038 0.006 -0.016
H -0.954222 -6.740546 -5.702284 0.045 0.000 -0.010
H -4.424699 -7.138646 -3.619056 0.001 0.001 -0.019
H -3.815812 -7.418505 -5.257020 -0.035 0.011 -0.018
H -3.563652 -5.841492 -4.475723 -0.025 -0.084 -0.005
```
Forces are in eV/Å.

**Total charge**: -2
**Frontier orbital gap**: 0.15199 Eh
**E_LUMO**: 3.19 eV
**HOMO energy**: -0.9 eV

***

Computed values of energy relative to the best compared isomer or geometry (same formula, charge and spin) (unit: eV) for the preceding records, in sequence: 0.616; 1.942.